No. 1
{
  "formula": "C6H10N",
  "method": "ωB97M-V/def2-TZVPD",
  "charge": 1,
  "spin_multiplicity": 3,
  "homo_lumo_gap_ev": [3.91, 9.85],
  "homo_ev": [-9.006, -14.955],
  "symbols": ["C", "C", "C", "C", "C", "C", "N", "H", "H", "H", "H", "H", "H", "H", "H", "H", "H"],
  "coordinates": [[3.59636, -1.20648, -0.33498], [2.84170, -0.81417, 0.71202], [-2.54987, 1.09454, 0.22690], [2.18039, -1.30815, -0.39787], [-0.49076, 1.23046, -0.73425], [-1.29320, -0.91812, 0.21175], [-1.49381, 0.49158, -0.19978], [4.56438, -1.59531, -0.51885], [2.83963, -0.42599, 1.68706], [-2.72946, 2.14719, 0.21278], [-3.26196, 0.36273, 0.70290], [-0.78386, 2.31873, -1.01527], [0.28713, 1.53721, -0.03694], [-0.04144, 0.65759, -1.44690], [-0.15367, -1.00603, 0.33888], [-1.76188, -1.02402, 1.13628], [-1.74967, -1.54176, -0.54374]]
}



No. 2
{
  "formula": "C6H10N2",
  "method": "ωB97M-V/def2-TZVPD",
  "homo_lumo_gap_ev": 8.66,
  "homo_ev": -7.871,
  "smiles": "C=C/C=N/N1CCC1",
  "symbols": ["C", "C", "C", "N", "N", "C", "C", "C", "H", "H", "H", "H", "H", "H", "H", "H", "H", "H"],
  "coordinates": [[2.15528, -1.54678, 2.20240], [2.48688, -0.97717, 1.04529], [1.57551, -0.42018, 0.03626], [0.28827, -0.45897, 0.30198], [-0.60827, -0.09369, -0.64918], [-0.62606, 1.14265, -1.41465], [-2.17424, 1.24513, -1.14825], [-2.01411, 0.04100, -0.15274], [1.15869, -1.64621, 2.59851], [2.97241, -1.97676, 2.80343], [3.51675, -0.94339, 0.72180], [1.91874, 0.10966, -0.83785], [-0.35167, 1.10061, -2.44572], [-0.05888, 1.92565, -0.86739], [-2.79351, 0.89354, -2.02608], [-2.67465, 2.12898, -0.70159], [-2.17081, 0.30107, 0.90599], [-2.60034, -0.82515, -0.37222]]
}



No. 3
{
  "formula": "C6H10N2",
  "method": "ωB97M-V/def2-TZVPD",
  "homo_lumo_gap_ev": 9.08,
  "homo_ev": -8.386,
  "symbols": ["C", "C", "C", "C", "C", "C", "H", "H", "H", "H", "H", "H", "H", "H", "H", "H", "N", "N"],
  "coordinates": [[-1.60621, -1.35037, -0.09960], [0.53465, 0.08477, 0.09979], [-0.06265, 1.09681, -1.13478], [0.02396, 1.02050, 1.09270], [1.88745, -0.14728, -0.03991], [3.10071, -0.25620, -0.09940], [-1.30857, -2.59233, -0.69652], [-2.26209, -1.38706, 1.00988], [-2.09625, -0.64253, -0.90852], [0.17666, -1.99864, -0.02385], [0.64929, 1.04343, -1.85383], [-0.98806, 0.56718, -1.46213], [-1.66737, 2.19084, -0.00746], [0.78182, 1.40817, 1.71934], [-0.66194, 0.60706, 2.24313], [4.12003, -0.70056, -0.01778], [-0.14268, -1.10861, 0.21856], [-0.47874, 2.16483, -0.03960]]
}



No. 4
{
  "formula": "C6H10N2",
  "method": "ωB97M-V/def2-TZVPD",
  "homo_lumo_gap_ev": 10.50,
  "homo_ev": -9.702,
  "smiles": "C=C(C)C#N.[H]/N=C/C",
  "symbols": ["C", "C", "C", "C", "N", "H", "H", "H", "H", "H", "H", "N", "C", "C", "H", "H", "H", "H"],
  "coordinates": [[-1.18634, -1.22025, 0.48854], [-0.15064, -1.31749, -0.31445], [0.92883, -2.36126, -0.30422], [0.15572, -0.21451, -1.26026], [0.47092, 0.19607, -2.29717], [-1.69046, -0.10285, 0.54630], [-1.43581, -1.92757, 1.26216], [1.90871, -1.91060, -0.14321], [0.75032, -3.08058, 0.49897], [0.96010, -2.86271, -1.27746], [-2.32087, 1.75406, -0.38114], [-1.57731, 1.51112, 0.27182], [-0.39798, 1.85680, -0.13639], [0.74118, 1.79645, 0.83124], [-0.25380, 2.52741, -0.98572], [0.53255, 1.08303, 1.62315], [0.91213, 2.78268, 1.26032], [1.65274, 1.49018, 0.31750]]
}



Total energy / a.u.: -288.78654, -344.01864, -343.78988, -344.03705
Energy above the lowest of the compared OMol25 structures with the same formula, charge and spin / eV: 6.051, 3.213, 9.438, 2.712